The molecule C2H4F2OS, computed with ωB97M-V with the def2-TZVPD basis set.

Calculated values
LUMO level (alpha / beta)   -0.0109 / -0.0109 Eh
Energy relative to the best compared isomer or geometry (same formula, charge and spin)   314.2 kJ/mol
Kohn-Sham gap (alpha / beta)   7.8 / 7.8 eV
Molecular weight   114.116 g/mol
E   -20452.635 eV
Maximum force   4.67 eV Å⁻¹
Highest occupied orbital energy (alpha / beta)   -8.05 / -8.05 eV

Structure (XYZ):
```
10
Properties=species:S:1:pos:R:3:lowdin_charge:R:1
C -0.2269 -0.2215 -1.4187 -0.214
C -0.3677 0.7664 1.2638 -0.511
O 0.9479 -1.4784 0.5807 -0.336
F 0.3758 1.4403 2.2036 -0.083
F -1.1459 1.7661 0.6467 -0.106
S 0.8296 0.1928 -0.0017 1.087
H -0.6476 0.6545 -1.6632 0.005
H 0.3366 -0.6993 -2.1360 0.028
H -1.0314 -0.8780 -1.0090 0.093
H 0.9295 -1.5429 1.5339 0.037
```

A structure of composition C14H18F16InO5P2, computed with ωB97M-V with the def2-TZVPD basis set.

Calculated values
LUMO level   0.0763 Eh
Total charge   -1
Kohn-Sham gap   7.0 eV
Molecular weight   747.027 g/mol
E   -92279.905 eV
Maximum force   0.74 eV Å⁻¹
Highest occupied orbital energy   -4.91 eV

Structure (XYZ):
```
56
Properties=species:S:1:pos:R:3:lowdin_charge:R:1
C -0.9325 -0.7184 -1.9537 -0.103
C -0.6946 0.3438 -1.4149 -0.296
In -0.2795 2.3247 -0.6007 0.332
C 0.6667 2.1854 1.3759 -0.386
C 0.5076 3.4948 2.1932 -0.234
P 1.3325 3.4793 -2.2587 0.502
P 0.0831 4.7905 -3.3854 0.096
O -0.8136 4.1213 -4.3489 -0.366
O -0.7702 5.8045 -2.4441 -0.229
O 1.1233 5.8299 -4.0707 -0.238
H -1.1618 -1.5803 -2.5666 -0.027
H -1.7701 3.2517 -0.5101 -0.089
H 0.1493 1.3595 1.8852 0.006
H 1.7259 1.9072 1.3228 0.015
H 0.1038 3.3071 3.1999 0.032
H -0.1793 4.2094 1.7178 0.027
H 1.4695 4.0162 2.3043 0.053
H 2.0097 4.4634 -1.4989 -0.190
H -0.2880 5.9915 -1.6288 0.051
H 0.6660 6.6236 -4.3748 0.060
C -0.6146 -3.6991 -6.0725 -0.031
C -0.7377 -4.2972 -4.6666 -0.446
C 0.0226 -5.5980 -4.3879 -0.308
F -0.4402 -6.5951 -5.1733 0.090
F -0.1651 -5.9501 -3.0998 0.103
F -2.0306 -4.4355 -4.3182 0.144
F -0.1550 -3.3826 -3.8400 0.095
O -1.6970 -3.9445 -6.9506 0.058
C -1.7193 -4.9940 -7.8071 -0.554
C -2.9758 -5.8585 -7.6093 -0.287
F -3.0057 -6.3690 -6.3658 0.105
F -2.9403 -6.8848 -8.4921 0.092
F -0.6020 -5.7402 -7.7568 0.149
F -1.8127 -4.5011 -9.0704 0.132
H -0.6305 -2.6220 -5.9126 0.156
H 0.3447 -3.9554 -6.5230 0.148
H 1.0915 -5.4609 -4.5683 0.172
H -3.8689 -5.2569 -7.7844 0.174
C 0.9114 2.3547 8.0521 -0.051
C 2.0059 1.3792 8.4954 -0.441
C 3.2378 1.2423 7.5929 -0.313
F 2.8966 0.7348 6.3970 0.107
F 4.1124 0.3974 8.1863 0.094
F 1.4929 0.1656 8.7675 0.142
F 2.5039 1.9002 9.6645 0.086
O -0.2208 1.7905 7.4328 0.049
C -0.3085 1.6755 6.0704 -0.548
C -0.6090 0.2273 5.6516 -0.290
F 0.3700 -0.5898 6.0930 0.099
F -0.6608 0.1626 4.3110 0.115
F 0.7771 2.1562 5.4515 0.155
F -1.3722 2.4090 5.6699 0.143
H 0.5350 2.7776 8.9830 0.148
H 1.3391 3.1692 7.4665 0.149
H 3.7223 2.2124 7.4566 0.172
H -1.5637 -0.0872 6.0773 0.173
```

A cluster of 2 separate species, C2H7NOSi in total, computed with ωB97M-V with the def2-TZVPD basis set.

Calculated values
LUMO level   0.0049 Eh
Structure (SMILES)   N=[SiH2].CC=O
Energy relative to the best compared isomer or geometry (same formula, charge and spin)   326.8 kJ/mol
Kohn-Sham gap   9.2 eV
Molecular weight   89.170 g/mol
E   -13600.070 eV
Maximum force   3.21 eV Å⁻¹
Highest occupied orbital energy   -9.10 eV

Structure (XYZ):
```
12
Properties=species:S:1:pos:R:3:lowdin_charge:R:1
N 0.4258 1.6271 -1.5781 -0.276
Si 0.8668 2.4343 -0.2475 0.604
H 1.0088 0.8218 -1.7115 -0.098
H -0.2338 2.9737 0.6774 -0.071
H 2.2488 2.7790 0.0771 -0.107
C -1.0308 -1.9772 0.3864 -0.033
C -0.0309 -0.8861 0.3567 -0.363
O 0.3541 -0.2198 1.2470 0.030
H -1.9321 -1.6277 0.8082 0.067
H -0.8412 -2.8096 1.1572 0.127
H -1.2393 -2.2983 -0.5781 0.051
H 0.4037 -0.8170 -0.5947 0.068
```

A structure of composition C26H22NbO6PS, computed with ωB97M-V with the def2-TZVPD basis set.

Calculated values
LUMO level   -0.3297 Eh
Total charge   +2
Energy relative to the best compared isomer or geometry (same formula, charge and spin)   223.5 kJ/mol
Kohn-Sham gap   5.2 eV
Molecular weight   586.403 g/mol
E   -61260.985 eV
Maximum force   6.65 eV Å⁻¹
Highest occupied orbital energy   -14.20 eV

Structure (XYZ):
```
57
Properties=species:S:1:pos:R:3:lowdin_charge:R:1
Nb 8.8243 12.6600 7.4681 1.850
O 10.7164 13.5358 8.3327 -0.374
S 11.2714 12.1304 8.5762 0.589
O 12.6990 12.0598 8.3243 -0.221
O 10.4347 11.1719 7.7654 -0.391
C 11.1165 11.6616 10.3317 -0.244
C 12.2234 11.2605 11.1027 0.012
C 11.9789 11.0076 12.4874 0.006
C 10.6980 11.2126 13.0398 0.008
C 9.6768 11.7680 12.2222 -0.094
C 9.8679 11.9420 10.8800 -0.370
P 8.2733 12.1101 9.9696 1.060
C 7.2887 10.6391 10.1860 -0.366
C 6.0610 10.5807 9.5862 -0.130
C 5.2800 9.4239 9.7171 -0.047
C 5.7935 8.2633 10.2623 -0.005
C 7.1223 8.2916 10.7732 -0.029
C 7.8490 9.4501 10.7382 -0.059
C 7.5457 13.4363 11.0105 -0.356
C 8.3108 14.5394 11.3837 -0.077
C 7.6276 15.7365 11.7020 -0.030
C 6.2281 15.7905 11.8235 -0.044
C 5.4919 14.6638 11.5460 -0.049
C 6.1203 13.4724 11.1391 -0.046
H 13.2483 11.3839 10.7628 0.133
H 12.8433 10.6137 13.0237 0.128
H 10.3587 10.9205 14.0239 0.124
H 8.7358 12.0453 12.7077 0.131
H 5.5920 11.3926 9.0171 0.121
H 4.3252 9.4870 9.1982 0.124
H 5.1527 7.4207 10.4325 0.119
H 7.6660 7.4228 11.1105 0.122
H 8.7848 9.3971 11.2569 0.105
H 9.3721 14.4537 11.5388 0.110
H 8.2601 16.5937 11.7725 0.107
H 5.6868 16.6818 12.1021 0.121
H 4.3915 14.7257 11.7252 0.136
H 5.6922 12.5191 11.0930 0.071
O 6.2140 15.5132 4.9807 0.092
C 6.9317 16.5446 5.4489 -0.269
C 6.7260 17.8350 4.9543 0.034
C 7.2204 18.8531 5.7605 -0.021
C 7.9113 18.5591 6.9627 -0.050
C 8.1442 17.2775 7.4356 0.010
C 7.7594 16.2874 6.5408 -0.114
C 7.9280 14.8430 6.7854 -0.372
O 9.0188 14.1895 6.2566 -0.132
O 7.3085 14.2423 7.7516 -0.051
H 6.0521 15.4244 4.0291 0.149
H 6.2159 18.0942 4.0614 0.122
H 7.1952 19.8972 5.4376 0.128
H 8.3505 19.4295 7.4633 0.122
H 8.5439 16.9263 8.3929 0.132
C 8.0680 11.3550 5.9867 -0.201
H 8.8196 11.3143 5.1705 0.060
H 7.0872 11.7165 5.5428 0.075
H 7.8252 10.3732 6.4230 0.045
```